{"formula": "C12H24N2O4", "method": "wB97M-V/def2-TZVPD", "symbols": ["C", "C", "O", "C", "C", "H", "H", "C", "N", "C", "O", "C", "O", "N", "H", "C", "C", "C", "O", "C", "C", "H", "H", "H", "H", "H", "H", "H", "H", "H", "H", "H", "H", "H", "H", "H", "H", "H", "H", "H", "H", "H"], "xyz": [[-4.358, -3.137, -3.752], [-2.907, -3.758, -3.890], [-2.083, -3.216, -2.893], [-1.641, -1.767, -3.179], [-0.348, -1.360, -2.299], [0.361, -1.872, -2.326], [-0.879, -1.190, -1.180], [-0.033, 0.050, -2.375], [0.970, 0.503, -1.411], [0.689, 1.395, -0.521], [-0.453, 1.981, -0.072], [1.952, 1.442, 0.614], [3.099, 0.904, 0.090], [1.565, 2.292, 1.550], [0.795, 2.566, 1.579], [2.449, 2.485, 2.703], [1.904, 1.612, 3.681], [1.657, 0.152, 3.417], [0.621, -0.336, 2.444], [-0.741, -0.234, 2.898], [-1.386, 0.924, 2.788], [-1.256, 1.840, 3.628], [-2.619, 0.735, 3.003], [-1.477, 1.536, 1.822], [-0.636, -0.971, 4.016], [-1.135, -1.121, 2.134], [1.521, -0.460, 4.201], [2.503, -0.445, 3.103], [2.520, 1.697, 4.707], [0.867, 2.016, 4.061], [3.406, 1.829, 2.473], [2.728, 3.309, 3.019], [1.745, 0.077, -1.457], [0.374, 0.302, -3.504], [-0.909, 0.862, -2.302], [-2.687, -1.162, -2.869], [-1.221, -1.780, -4.167], [-2.627, -3.359, -4.801], [-2.838, -4.744, -3.480], [-4.720, -3.155, -2.522], [-4.447, -2.032, -4.176], [-5.035, -3.575, -4.211]], "atomic_forces_ev_per_a": [[5.193, 5.370, 6.812], [-2.605, 2.165, 3.306], [2.530, 3.403, 0.477], [-1.312, -1.312, 2.868], [-16.320, 7.752, 4.521], [10.797, -8.633, -0.444], [1.680, -1.937, -2.151], [-0.004, 5.371, -4.526], [-8.942, 2.964, -1.931], [-2.641, 1.912, 7.130], [5.083, -2.656, -3.592], [2.092, -0.823, -7.109], [-5.421, 2.733, 4.339], [18.348, -5.115, -0.365], [-15.776, 5.226, 0.120], [0.692, -10.444, -5.053], [-3.123, -0.321, 7.038], [0.014, -0.779, -3.999], [1.384, 2.169, 0.926], [4.491, -11.699, 0.496], [-8.119, 9.496, 1.765], [0.235, -2.620, -1.871], [3.222, 0.217, -0.516], [0.828, -1.550, 0.982], [-1.118, 2.773, -2.690], [0.102, 2.394, 1.945], [-1.421, -1.110, 3.974], [0.999, 0.753, -1.125], [-1.026, -0.415, -2.151], [1.624, -0.517, -0.629], [-1.243, 1.962, -0.401], [1.974, 8.359, 2.335], [7.829, -3.382, 0.316], [-0.508, -0.381, 2.465], [1.546, -2.338, 0.115], [3.402, -0.923, -1.386], [-0.855, 0.407, -1.137], [1.282, -0.691, -2.566], [-0.518, -1.344, -1.549], [1.169, 0.273, -3.541], [0.593, -2.056, 1.186], [-6.158, -4.654, -4.385]], "nbo_charge": [-0.59, -0.09, -0.56, -0.08, -0.37, 0.17, 0.20, -0.22, -0.53, 0.61, -0.72, 0.63, -0.69, -0.50, 0.38, -0.23, -0.42, -0.11, -0.57, -0.10, -0.71, 0.20, 0.23, 0.29, 0.16, 0.21, 0.19, 0.21, 0.22, 0.20, 0.22, 0.20, 0.41, 0.17, 0.25, 0.22, 0.18, 0.17, 0.22, 0.19, 0.19, 0.17], "energy_ha": -881.606465, "gap_ev": 9.896, "charge": 0, "de_lowest_kcal_mol": 365.5}